(1)
# C41H42AsNO2PdS2Si

C41H42AsNO2PdS2Si as an isolated structure (ωB97M-V with the def2-TZVPD basis set, the OMol25 dataset).

Positions of all 91 atoms, in Å:
Pd (-0.73, 0.19, -0.42)
C (-4.89, 2.06, -1.40)
Si (-3.20, 2.31, -0.64)
C (-3.28, 3.74, 0.58)
C (-2.09, 2.83, -2.05)
N (-2.63, 0.84, 0.10)
C (-3.38, 0.12, 1.02)
C (-4.48, 0.69, 1.69)
C (-5.27, -0.02, 2.59)
C (-4.99, -1.35, 2.85)
C (-3.91, -1.94, 2.21)
C (-3.13, -1.22, 1.33)
O (-2.08, -1.81, 0.64)
C (-1.59, -3.01, 1.08)
C (-1.70, -4.11, 0.25)
C (-1.16, -5.32, 0.65)
C (-0.51, -5.43, 1.87)
C (-0.41, -4.32, 2.70)
C (-0.95, -3.11, 2.31)
H (-5.16, 2.94, -2.00)
H (-5.69, 1.90, -0.67)
H (-4.87, 1.20, -2.07)
H (-3.05, 4.69, 0.08)
H (-2.56, 3.61, 1.39)
H (-4.26, 3.84, 1.04)
H (-2.15, 3.91, -2.19)
H (-2.41, 2.34, -2.97)
H (-1.04, 2.58, -1.88)
H (-4.70, 1.73, 1.52)
H (-6.10, 0.47, 3.07)
H (-5.60, -1.92, 3.54)
H (-3.67, -2.98, 2.40)
H (-2.18, -3.99, -0.72)
H (-1.23, -6.19, 0.00)
H (-0.09, -6.38, 2.18)
H (0.09, -4.40, 3.66)
H (-0.89, -2.23, 2.94)
S (0.87, -1.55, -0.67)
C (2.11, -1.48, 0.55)
C (3.25, -2.29, 0.40)
C (4.25, -2.29, 1.36)
C (4.15, -1.48, 2.48)
C (3.04, -0.67, 2.64)
C (2.03, -0.66, 1.68)
As (0.50, 0.49, 1.77)
C (1.11, 1.85, 0.47)
C (2.31, 1.77, -0.24)
C (2.69, 2.80, -1.08)
C (1.90, 3.94, -1.22)
C (0.72, 4.04, -0.49)
C (0.33, 3.00, 0.35)
C (0.96, 1.54, 3.34)
C (0.47, 1.10, 4.56)
C (0.79, 1.78, 5.73)
C (1.59, 2.92, 5.67)
C (2.07, 3.36, 4.45)
C (1.76, 2.68, 3.28)
H (3.32, -2.93, -0.47)
H (5.11, -2.93, 1.22)
H (4.94, -1.47, 3.22)
H (2.97, -0.03, 3.51)
H (2.94, 0.90, -0.14)
H (3.63, 2.73, -1.63)
H (2.20, 4.74, -1.87)
H (0.10, 4.92, -0.57)
H (-0.58, 3.09, 0.92)
H (-0.15, 0.22, 4.61)
H (0.41, 1.43, 6.68)
H (1.83, 3.46, 6.57)
H (2.70, 4.24, 4.40)
H (2.16, 3.02, 2.33)
C (3.90, -3.68, -5.47)
C (3.01, -2.61, -4.90)
C (3.56, -1.46, -4.33)
C (2.74, -0.48, -3.79)
C (1.37, -0.65, -3.83)
C (0.80, -1.78, -4.40)
C (1.63, -2.75, -4.93)
S (0.32, 0.56, -3.04)
C (0.05, 1.56, -4.50)
O (-1.02, -0.11, -2.75)
H (4.90, -3.65, -5.02)
H (4.02, -3.55, -6.55)
H (3.49, -4.67, -5.30)
H (4.63, -1.34, -4.29)
H (3.17, 0.39, -3.32)
H (-0.28, -1.90, -4.38)
H (1.19, -3.64, -5.37)
H (-0.42, 0.94, -5.27)
H (1.02, 1.93, -4.84)
H (-0.59, 2.39, -4.22)

HOMO level = -0.2475 hartree
Energy above the lowest of the compared OMol25 structures with the same formula, charge and spin = 37.15 kcal per mole

Löwdin analysis output, partial charges in e: Pd 0.55; C -0.17; Si 0.38; C -0.18; C -0.19; N -0.16; C -0.30; C -0.05; C -0.10; C -0.11; C -0.02; C -0.21; O -0.08; C -0.34; C -0.01; C -0.08; C -0.10; C -0.07; C -0.03; H 0.03; H 0.02; H 0.04; H 0.03; H 0.02; H 0.02; H 0.04; H 0.03; H -0.03; H 0.07; H 0.10; H 0.10; H 0.12; H 0.12; H 0.10; H 0.10; H 0.10; H 0.11; S 0.71; C -0.68; C -0.12; C -0.09; C -0.09; C -0.09; C -0.42; As 1.34; C -0.43; C -0.11; C -0.09; C -0.08; C -0.09; C -0.15; C -0.38; C -0.12; C -0.08; C -0.08; C -0.07; C -0.09; H 0.10; H 0.10; H 0.10; H 0.10; H 0.10; H 0.10; H 0.10; H 0.11; H 0.08; H 0.10; H 0.10; H 0.10; H 0.10; H 0.10; C -0.05; C -0.27; C -0.03; C -0.08; C -0.45; C -0.07; C -0.03; S 0.85; C -0.21; O -0.56; H 0.08; H 0.08; H 0.08; H 0.11; H 0.11; H 0.12; H 0.12; H 0.07; H 0.06; H 0.03

---

(2)
# C21H22BrClN3PtS2

C21H22BrClN3PtS2 as an isolated structure (ωB97M-V with the def2-TZVPD basis set, the OMol25 dataset).

Positions of all 51 atoms, in Å:
Pt (1.07, -0.03, -0.13)
C (0.18, -0.19, -3.12)
N (-0.56, -0.42, -1.87)
C (-1.61, 0.58, -1.69)
C (-2.05, 0.71, -0.24)
N (-1.00, 1.27, 0.63)
C (-1.29, 0.94, 2.04)
C (-0.92, 2.70, 0.48)
C (-1.90, 3.53, 1.01)
C (-1.81, 4.91, 0.92)
C (-0.74, 5.50, 0.27)
C (0.23, 4.70, -0.29)
C (0.17, 3.30, -0.18)
S (1.45, 2.38, -0.88)
C (-1.06, -1.77, -1.78)
C (-1.75, -2.34, -2.85)
C (-2.20, -3.65, -2.80)
C (-1.96, -4.43, -1.68)
C (-1.30, -3.87, -0.60)
C (-0.87, -2.55, -0.64)
S (-0.13, -1.94, 0.82)
H (-0.49, -0.08, -3.98)
H (0.86, -1.01, -3.30)
H (0.75, 0.74, -3.03)
H (-2.49, 0.31, -2.29)
H (-1.24, 1.55, -2.05)
H (-2.32, -0.27, 0.14)
H (-2.95, 1.34, -0.21)
H (-2.32, 1.18, 2.31)
H (-0.61, 1.50, 2.68)
H (-1.14, -0.12, 2.20)
H (-2.76, 3.10, 1.50)
H (-2.58, 5.52, 1.37)
H (-0.66, 6.57, 0.21)
H (1.07, 5.14, -0.82)
H (-1.94, -1.74, -3.73)
H (-2.72, -4.06, -3.65)
H (-2.29, -5.45, -1.65)
H (-1.11, -4.45, 0.29)
Br (2.39, 1.33, 2.52)
C (3.06, -0.45, 2.50)
C (3.94, -0.89, 3.47)
C (4.42, -2.19, 3.35)
C (4.00, -2.97, 2.28)
C (3.09, -2.43, 1.38)
N (2.64, -1.18, 1.49)
H (4.23, -0.24, 4.28)
H (5.11, -2.58, 4.08)
H (4.35, -3.98, 2.15)
H (2.72, -2.99, 0.54)
Cl (3.00, -0.57, -1.44)

HOMO level (spin up / spin down) = -0.3967 / -0.3947 hartree
Energy above the lowest of the compared OMol25 structures with the same formula, charge and spin = 28.59 kcal per mole
Net charge = +1

natural (NBO) analysis output, partial charges in e: Pt 1.05; C -0.44; N -0.40; C -0.25; C -0.24; N -0.45; C -0.42; C 0.05; C -0.17; C -0.23; C -0.17; C -0.22; C -0.21; S -0.02; C 0.17; C -0.23; C -0.20; C -0.17; C -0.20; C -0.25; S 0.01; H 0.21; H 0.24; H 0.24; H 0.23; H 0.24; H 0.23; H 0.23; H 0.20; H 0.23; H 0.23; H 0.21; H 0.23; H 0.23; H 0.23; H 0.22; H 0.23; H 0.23; H 0.23; Br 0.13; C 0.15; C -0.25; C -0.12; C -0.24; C 0.07; N -0.47; H 0.25; H 0.24; H 0.25; H 0.24; Cl -0.37

---

(3)
# C3H4LiO4

C3H4LiO4 as an isolated structure (ωB97M-V with the def2-TZVPD basis set, the OMol25 dataset).

Positions of all 12 atoms, in Å:
C (0.86, 1.42, -0.53)
C (-0.55, 1.39, -0.46)
O (-1.22, 0.01, 0.99)
C (-0.87, -1.22, 0.77)
O (-0.32, -1.48, -0.37)
O (-0.68, -2.06, 1.71)
O (1.62, 0.47, -0.93)
H (1.34, 2.05, 0.24)
H (-1.06, 0.89, -1.29)
H (-1.00, 2.36, -0.20)
Li (0.54, -2.99, 0.51)
H (1.34, -0.84, -0.45)

HOMO level (spin up / spin down) = -0.0751 / -0.0751 hartree
Energy above the lowest of the compared OMol25 structures with the same formula, charge and spin = 78.43 kcal per mole
Net charge = -1

natural (NBO) analysis output, partial charges in e: C 0.02; C -0.33; O -0.74; C 0.94; O -0.95; O -0.93; O -0.75; H 0.09; H 0.18; H 0.17; Li 0.93; H 0.38

---

(4)
# C11H15ClN5O

An isolated ion of composition C11H15ClN5O and charge +1 (ωB97M-V with the def2-TZVPD basis set, the OMol25 dataset).

Positions of all 33 atoms, in Å:
C (3.74, -1.09, 0.40)
C (3.57, -0.52, -1.14)
Cl (5.23, 0.26, -1.62)
C (2.35, 0.61, -1.22)
C (0.96, -0.24, -1.40)
N (0.73, -1.46, -2.31)
N (-0.58, -1.91, -2.19)
N (-1.19, -1.03, -1.27)
C (-2.66, -1.30, -0.95)
C (-2.71, -2.18, 0.46)
O (-1.40, -2.84, 0.64)
N (-0.37, -0.01, -0.73)
C (-0.80, 1.08, 0.27)
C (-1.36, 2.50, -0.38)
C (-1.83, 3.55, 0.84)
C (-1.66, 2.99, 2.36)
N (-1.11, 1.71, 2.88)
C (-0.67, 0.72, 1.85)
H (4.83, -0.95, 0.84)
H (3.00, -0.46, 1.08)
H (3.42, -2.21, 0.53)
H (3.36, -1.44, -1.86)
H (2.57, 1.32, -2.15)
H (2.42, 1.22, -0.21)
H (-3.21, -1.94, -1.76)
H (-3.26, -0.30, -0.70)
H (-2.83, -1.38, 1.33)
H (-3.61, -2.96, 0.46)
H (-0.95, -2.51, 1.49)
H (-1.44, 2.74, -1.52)
H (-2.29, 4.62, 0.57)
H (-2.04, 3.75, 3.20)
H (-0.22, -0.32, 2.22)

HOMO level = -0.4846 hartree
Net charge = +1

natural (NBO) analysis output, partial charges in e: C -0.66; C -0.17; Cl -0.06; C -0.50; C 0.42; N -0.22; N 0.11; N 0.03; C -0.29; C -0.08; O -0.74; N -0.21; C 0.01; C -0.15; C -0.23; C 0.05; N -0.39; C 0.03; H 0.27; H 0.19; H 0.24; H 0.26; H 0.30; H 0.27; H 0.29; H 0.26; H 0.19; H 0.23; H 0.48; H 0.28; H 0.28; H 0.25; H 0.25